--- one ---
The following is a quantum chemistry calculation of 2 unconnected molecules or ions with the total composition C3H11NO, from the OMol25 dataset.

Structure (ORCA input):
```
! RIJCOSX wB97M-V def2-TZVPD def2/J DEFGRID3
* xyz 0 1
C 1.26 -0.03 -0.05
N -0.09 0.40 -0.15
C -0.51 1.82 -0.28
C -0.95 -0.40 -0.99
H 1.50 -0.78 -0.75
H 1.31 -0.48 0.93
H 1.99 0.84 -0.18
H -1.53 2.10 0.17
H 0.24 2.59 0.14
H -0.48 2.07 -1.38
H -2.08 -0.02 -0.91
H -0.81 -1.46 -0.83
H -0.77 -0.16 -2.05
O -0.05 -2.10 2.20
H 0.56 -1.42 2.00
H 0.40 -2.97 2.14
*
```

As for the SMILES: CN(C)C.O.

--- two ---
The following is a quantum chemistry calculation of 2 unconnected molecules or ions with the total composition C3H11NO, from the OMol25 dataset.

Structure (ORCA input):
```
! RIJCOSX wB97M-V def2-TZVPD def2/J DEFGRID3
* xyz 0 1
C -1.10 0.97 0.46
N -1.62 -0.37 0.30
C -2.78 -0.41 -0.56
H -0.37 1.05 1.27
H -1.87 1.72 0.69
H -0.59 1.26 -0.45
H -1.81 -0.81 1.19
H -3.10 -1.44 -0.69
H -3.63 0.18 -0.21
H -2.49 -0.07 -1.56
C 2.51 -0.52 0.41
O 2.98 0.34 -0.63
H 3.04 -0.22 1.32
H 2.71 -1.56 0.16
H 1.43 -0.39 0.51
H 2.72 -0.01 -1.48
*
```

As for the SMILES: CNC.CO.

two wins, 0.0258 hartree ahead of the next structure.

--- one ---
The following is a quantum chemistry calculation of 2 unconnected molecules or ions with the total composition C3H11NO, from the OMol25 dataset.

Structure (ORCA input):
```
! RIJCOSX wB97M-V def2-TZVPD def2/J DEFGRID3
* xyz 0 1
C -1.85 -0.20 0.38
C -0.49 -0.28 -0.28
C 0.09 0.43 -1.54
N 1.22 1.31 -1.20
H -1.75 -0.67 1.32
H -2.59 -0.88 -0.12
H -2.36 0.68 0.52
H 0.26 0.15 0.50
H -0.37 -1.38 -0.47
H -0.79 1.03 -1.84
H 0.46 -0.10 -2.38
H 1.89 0.77 -0.71
H 0.76 2.05 -0.61
O 0.98 -1.13 2.16
H 1.08 -1.17 1.21
H 0.57 -0.31 2.37
*
```

As for the SMILES: CCCN.O.

--- two ---
The following is a quantum chemistry calculation of 2 unconnected molecules or ions with the total composition C3H11NO, from the OMol25 dataset.

Structure (ORCA input):
```
! RIJCOSX wB97M-V def2-TZVPD def2/J DEFGRID3
* xyz 0 1
C -0.21 1.31 -2.06
C 0.20 0.26 -0.96
C -0.86 -0.47 -0.22
N -0.27 -1.28 0.88
H -0.73 2.04 -1.41
H 0.69 1.70 -2.58
H -0.90 0.81 -2.73
H 0.93 0.59 -0.27
H 0.58 -0.57 -1.44
H -1.56 0.11 0.23
H -1.34 -1.10 -0.90
H 0.54 -1.94 0.58
H -0.94 -2.09 1.07
O 1.65 0.03 3.33
H 0.71 -0.33 3.13
H 1.52 0.95 3.34
*
```

As for the SMILES: CCCN.O.

two wins, 0.0173 hartree ahead of the next structure.

--- one ---
The following is a quantum chemistry calculation of a gas-phase ion, C3H7OS2 (charge +1), from the OMol25 dataset.

Structure (ORCA input):
```
! RIJCOSX wB97M-V def2-TZVPD def2/J DEFGRID3
* xyz 1 1
C 1.05 0.14 -0.45
C -1.37 -0.04 -0.72
C -0.24 -0.21 1.40
O -0.15 -0.45 0.00
S 1.24 2.27 -0.85
S 2.28 -0.95 -0.73
H -1.91 -0.90 -1.24
H -2.05 0.32 0.01
H -1.22 0.65 -1.54
H 0.68 -0.52 1.87
H -0.47 0.76 1.78
H -0.99 -0.87 1.82
H 3.14 -0.20 -1.35
*
```

--- two ---
The following is a quantum chemistry calculation of a gas-phase ion, C3H7OS2 (charge +1), from the OMol25 dataset.

Structure (ORCA input):
```
! RIJCOSX wB97M-V def2-TZVPD def2/J DEFGRID3
* xyz 1 1
C -0.31 -0.22 -0.76
C -1.54 0.11 1.22
C 2.13 0.16 -0.09
O -0.31 0.20 0.46
S 1.17 -0.41 -1.48
S -1.71 -0.33 -1.68
H -1.42 -0.69 1.99
H -1.59 0.99 1.80
H -2.52 0.01 0.71
H 2.10 -0.61 0.64
H 3.17 0.34 -0.46
H 1.84 1.10 0.40
H -1.02 -0.65 -2.77
*
```

two wins, 0.1812 hartree ahead of the next structure.

--- one ---
The following is a quantum chemistry calculation of a single C4H5NO3 molecule, from the OMol25 dataset.

Structure (ORCA input):
```
! RIJCOSX wB97M-V def2-TZVPD def2/J DEFGRID3
* xyz 0 1
O 1.94 -0.91 -0.48
C 1.23 0.28 -0.52
C 0.91 0.94 0.82
C -0.19 0.20 -0.04
O -0.62 -0.99 0.35
C -1.97 -0.89 0.11
N -2.36 0.18 -0.43
O -1.19 1.04 -0.59
H 1.52 -1.69 -0.87
H 1.43 1.01 -1.34
H 0.67 1.95 0.80
H 1.28 0.51 1.73
H -2.65 -1.62 0.46
*
```

As for the SMILES: O[C@@H]1C[C@]12OC=NO2.

--- two ---
The following is a quantum chemistry calculation of a single C4H5NO3 molecule, from the OMol25 dataset.

Structure (ORCA input):
```
! RIJCOSX wB97M-V def2-TZVPD def2/J DEFGRID3
* xyz 0 1
H -2.19 -0.23 1.53
N -1.22 0.01 1.74
C -0.50 0.12 0.72
C 0.96 0.41 0.77
C 1.47 -0.68 -0.14
O 1.01 -1.24 -1.12
C -1.11 -0.04 -0.76
O -2.11 -0.67 -0.94
O -0.62 0.90 -1.57
H 1.21 1.39 0.35
H 1.34 0.30 1.78
H 2.52 -0.93 0.13
H -0.75 0.66 -2.50
*
```

As for the SMILES: [H]/N=C(/CC=O)C(=O)O.

--- three ---
The following is a quantum chemistry calculation of a molecular structure, C4H5NO3, from the OMol25 dataset.

Structure (ORCA input):
```
! RIJCOSX wB97M-V def2-TZVPD def2/J DEFGRID3
* xyz 0 1
C 1.09 0.97 -0.16
C 0.05 -0.55 0.95
C -0.99 -0.19 -1.19
C 0.25 -0.81 -0.55
H -0.05 1.29 -0.63
H 1.98 1.72 -0.02
H 0.16 -1.45 1.53
H -1.16 -0.24 -2.15
H 0.08 -2.01 -0.63
N -1.79 0.28 -0.38
O 0.92 0.46 1.29
O -1.28 0.14 0.84
O 1.51 -0.31 -0.86
*
```

--- four ---
The following is a quantum chemistry calculation of 2 unconnected molecules or ions with the total composition C4H5NO3, from the OMol25 dataset.

Structure (ORCA input):
```
! RIJCOSX wB97M-V def2-TZVPD def2/J DEFGRID3
* xyz 0 1
C 0.63 0.24 -1.56
C 1.18 -0.27 0.02
C -0.42 -0.70 1.58
C -0.21 0.63 1.73
H -1.65 0.55 -2.54
H -1.42 -0.60 -1.18
H 2.26 -0.73 -0.03
H -0.96 -1.30 2.34
H -0.89 1.29 2.40
N -0.65 -0.08 -1.81
O 0.92 1.36 -2.18
O 0.51 -1.34 0.51
O 0.70 0.97 0.72
*
```

two wins, 0.1097 hartree ahead of the next structure.

--- one ---
The following is a quantum chemistry calculation of 2 unconnected molecules or ions with the total composition C4H5NO3, from the OMol25 dataset.

Structure (ORCA input):
```
! RIJCOSX wB97M-V def2-TZVPD def2/J DEFGRID3
* xyz 0 1
C -0.04 -0.10 0.04
C 0.65 0.46 -1.32
C -0.02 -0.02 -2.33
C 0.97 -0.10 1.22
H -2.80 0.34 1.14
H 1.63 0.88 -1.12
H -0.93 -0.76 -2.08
H -0.27 0.21 -3.56
H 1.29 0.07 3.09
N -1.33 -0.11 0.13
O -1.78 -0.68 1.26
O 0.70 -0.72 2.48
O 1.94 0.53 1.04
*
```

--- two ---
The following is a quantum chemistry calculation of a single C4H5NO3 molecule, from the OMol25 dataset.

Structure (ORCA input):
```
! RIJCOSX wB97M-V def2-TZVPD def2/J DEFGRID3
* xyz 0 1
C -0.22 0.01 -0.68
C 1.12 0.39 0.18
N -0.46 -1.37 -0.67
C -0.51 1.10 0.66
O 1.57 -0.72 0.86
C -1.70 0.59 0.30
O 1.90 1.27 -0.15
O -2.85 0.33 0.33
H 2.52 -0.60 0.99
H -0.16 0.51 -1.64
H -1.20 -1.74 -0.09
H 0.37 -1.94 -0.54
H -0.37 2.16 0.45
*
```

--- three ---
The following is a quantum chemistry calculation of a single C4H5NO3 molecule, from the OMol25 dataset.

Structure (ORCA input):
```
! RIJCOSX wB97M-V def2-TZVPD def2/J DEFGRID3
* xyz 0 1
C 1.53 0.49 -0.92
N 1.87 0.78 0.26
O 0.89 0.86 1.28
C -0.07 -0.03 0.72
O -1.39 -0.13 0.88
C -1.69 -1.01 -0.10
O -0.71 -0.90 -1.29
C 0.03 0.21 -0.86
H 2.29 0.69 -1.57
H 0.48 -1.10 0.88
H -1.69 -2.23 0.12
H -2.71 -0.74 -0.66
H -0.58 1.30 -0.54
*
```

As for the SMILES: C1=NO[C@H]2OCO[C@H]12.

--- four ---
The following is a quantum chemistry calculation of 2 unconnected molecules or ions with the total composition C4H5NO3, from the OMol25 dataset.

Structure (ORCA input):
```
! RIJCOSX wB97M-V def2-TZVPD def2/J DEFGRID3
* xyz 0 1
C 1.50 -0.31 0.29
C 0.42 -1.17 -0.28
C -1.07 -0.57 0.19
C 0.13 1.63 0.39
H 0.78 -2.17 0.19
H 0.21 -1.11 -1.31
H -1.84 -1.01 -0.52
H -1.72 -0.67 1.10
H -1.50 1.55 -1.34
N -0.88 0.95 -0.01
O 2.57 -0.87 0.20
O 0.28 2.82 0.02
O 1.13 0.92 1.09
*
```

two wins, 0.0121 hartree ahead of the next structure.

--- one ---
The following is a quantum chemistry calculation of 20 unconnected molecules or ions with the total composition C9H56NO20, from the OMol25 dataset.

Structure (ORCA input):
```
! RIJCOSX wB97M-V def2-TZVPD def2/J DEFGRID3
* xyz -1 1
C -17.46 -22.63 10.36
C -16.02 -22.53 10.90
C -15.76 -21.06 11.19
C -14.61 -20.85 12.17
C -14.86 -21.70 13.39
C -15.02 -23.20 13.12
N -15.94 -23.38 12.05
O -16.44 -24.66 11.90
C -15.60 -23.66 14.47
C -13.61 -23.79 12.90
C -15.08 -22.98 9.77
H -17.55 -21.99 9.47
H -18.14 -22.19 11.11
H -17.81 -23.62 10.12
H -16.62 -20.43 11.49
H -15.47 -20.59 10.23
H -14.56 -19.78 12.42
H -13.66 -21.01 11.63
H -15.69 -21.21 13.92
H -14.03 -21.47 14.08
H -16.41 -22.98 14.70
H -14.80 -23.60 15.21
H -16.01 -24.66 14.48
H -13.37 -23.98 11.85
H -13.65 -24.84 13.23
H -12.81 -23.25 13.41
H -14.12 -23.22 10.26
H -14.86 -22.30 8.94
H -15.32 -23.94 9.30
O -16.32 -18.04 13.83
H -16.83 -17.51 13.21
H -15.70 -18.54 13.28
O -18.60 -25.49 15.80
H -19.11 -26.20 16.21
H -17.93 -25.96 15.23
O -18.57 -27.91 11.12
H -18.48 -27.40 11.94
H -18.10 -27.35 10.43
O -16.62 -21.35 6.92
H -17.01 -22.23 6.90
H -16.63 -21.05 6.00
O -11.37 -26.27 14.94
H -11.67 -25.38 15.20
H -11.56 -26.33 13.98
O -11.34 -23.18 16.51
H -10.43 -22.98 16.74
H -11.72 -22.33 16.23
O -17.13 -26.20 9.48
H -16.95 -25.48 10.16
H -17.35 -25.72 8.67
O -19.52 -24.56 11.96
H -19.76 -24.39 12.88
H -18.57 -24.33 11.90
O -14.39 -26.09 10.48
H -15.04 -25.52 11.02
H -14.96 -26.70 9.98
O -15.24 -17.99 9.54
H -15.89 -17.58 10.12
H -15.76 -18.55 8.94
O -13.99 -23.30 6.50
H -13.82 -22.44 6.90
H -14.61 -23.11 5.78
O -14.18 -26.97 14.61
H -13.35 -26.55 14.95
H -14.01 -27.92 14.68
O -16.87 -26.49 13.76
H -16.04 -26.90 14.08
H -16.58 -25.72 13.22
O -11.61 -20.39 16.78
H -12.39 -20.09 17.26
H -11.55 -19.79 16.02
O -12.55 -27.55 12.24
H -13.22 -27.13 11.64
H -13.11 -27.66 13.01
O -14.78 -25.64 17.22
H -15.12 -24.78 17.48
H -14.71 -25.59 16.25
O -13.41 -25.84 7.74
H -13.73 -25.73 8.66
H -13.38 -24.94 7.38
O -19.18 -19.39 9.86
H -18.39 -18.93 10.17
H -19.27 -20.14 10.47
O -11.97 -21.69 8.92
H -12.32 -21.25 8.13
H -12.76 -22.00 9.40
*
```

--- two ---
The following is a quantum chemistry calculation of 20 unconnected molecules or ions with the total composition C9H56NO20, from the OMol25 dataset.

Structure (ORCA input):
```
! RIJCOSX wB97M-V def2-TZVPD def2/J DEFGRID3
* xyz -1 1
C -2.22 -0.74 -0.71
C -1.09 -0.08 0.06
C -0.94 -0.82 1.41
C -0.09 -2.07 1.36
C 1.29 -1.77 0.73
C 1.23 -1.08 -0.63
N 0.18 -0.01 -0.65
O 0.17 0.71 -1.86
C 0.99 -2.26 -1.61
C 2.74 -0.60 -0.73
C -1.39 1.40 0.50
H -2.57 -0.11 -1.53
H -3.10 -0.88 -0.07
H -2.01 -1.77 -1.01
H -1.95 -1.20 1.58
H -0.66 -0.24 2.29
H -0.65 -2.78 0.75
H 0.16 -2.54 2.31
H 1.92 -2.65 0.70
H 1.83 -1.15 1.46
H 1.61 -3.15 -1.48
H 0.87 -2.01 -2.67
H 0.01 -2.62 -1.28
H 3.01 0.17 0.00
H 2.92 -0.10 -1.69
H 3.43 -1.43 -0.59
H -2.29 1.49 1.11
H -1.41 2.10 -0.33
H -0.52 1.70 1.09
O 3.95 1.17 2.26
H 4.04 0.82 3.15
H 3.42 0.52 1.79
O -4.88 2.78 1.69
H -4.20 3.22 1.14
H -4.65 3.03 2.59
O -3.79 0.20 3.79
H -4.29 0.23 2.97
H -4.45 0.32 4.48
O 2.04 2.56 -0.16
H 2.11 3.06 -0.98
H 1.51 1.79 -0.39
O -2.87 4.30 0.67
H -2.42 4.70 -0.09
H -2.17 4.15 1.33
O 3.69 -4.95 2.36
H 4.09 -5.72 1.94
H 2.96 -4.71 1.78
O -5.71 0.28 -1.40
H -6.31 -0.20 -1.99
H -4.83 0.00 -1.68
O 0.12 -3.55 5.41
H -0.64 -3.02 5.11
H -0.06 -4.43 5.09
O 6.19 1.56 0.66
H 6.83 2.01 1.21
H 5.43 1.41 1.24
O 5.33 0.17 -3.36
H 5.17 -0.38 -4.14
H 6.18 0.59 -3.54
O 0.15 -4.54 -3.89
H 0.26 -4.28 -2.98
H 0.87 -4.12 -4.36
O -2.17 -1.99 4.12
H -1.36 -1.70 3.71
H -2.73 -1.19 4.18
O -1.07 4.24 2.70
H -0.89 4.31 3.64
H -0.43 3.60 2.37
O -1.24 2.75 -3.41
H -0.86 2.32 -4.17
H -0.97 2.19 -2.65
O 2.14 0.42 -4.16
H 2.91 0.46 -3.58
H 1.39 0.40 -3.55
O 5.77 -2.16 -1.79
H 4.97 -1.76 -2.15
H 5.47 -2.94 -1.31
O -1.67 -0.38 -4.17
H -1.36 0.43 -4.58
H -1.21 -0.40 -3.32
O -5.80 0.39 1.45
H -5.88 0.02 0.56
H -5.61 1.33 1.31
O -1.60 5.26 -1.63
H -1.65 4.41 -2.09
H -0.67 5.51 -1.70
*
```

one wins, 0.0048 hartree ahead of the next structure.

--- one ---
The following is a quantum chemistry calculation of a molecular structure, C2H2BrI, from the OMol25 dataset.

Structure (ORCA input):
```
! RIJCOSX wB97M-V def2-TZVPD def2/J DEFGRID3
* xyz 0 1
C -0.55 -0.08 0.96
C 0.37 -0.09 -0.57
Br -0.58 1.02 -1.81
I 2.19 -0.87 -1.03
H -0.06 -0.37 1.83
H -1.37 0.40 0.61
*
```

--- two ---
The following is a quantum chemistry calculation of 2 unconnected molecules or ions with the total composition C2H2BrI, from the OMol25 dataset.

Structure (ORCA input):
```
! RIJCOSX wB97M-V def2-TZVPD def2/J DEFGRID3
* xyz 0 1
C 2.12 -0.70 0.49
C 1.47 0.19 0.03
Br 0.41 1.65 -0.27
H 2.67 -1.58 0.57
I -3.55 -0.50 -0.20
H -3.12 0.94 -0.62
*
```

As for the SMILES: C#CBr.I.

two wins, 0.0607 hartree ahead of the next structure.

--- one ---
The following is a quantum chemistry calculation of 2 unconnected molecules or ions with the total composition C2H8N2, from the OMol25 dataset.

Structure (ORCA input):
```
! RIJCOSX wB97M-V def2-TZVPD def2/J DEFGRID3
* xyz 0 1
C 0.96 1.84 -0.81
C -0.04 1.26 -0.06
N -1.08 0.35 -0.38
H 1.08 1.65 -1.85
H 1.38 2.90 -0.60
H -0.12 1.61 0.95
H -0.76 -0.65 -0.06
H -1.83 0.50 0.26
N -0.09 -2.37 0.44
H -0.41 -1.92 1.32
H 0.10 -3.29 0.59
H 0.80 -1.90 0.20
*
```

As for the SMILES: C=CN.N.

--- two ---
The following is a quantum chemistry calculation of 2 unconnected molecules or ions with the total composition C2H8N2, from the OMol25 dataset.

Structure (ORCA input):
```
! RIJCOSX wB97M-V def2-TZVPD def2/J DEFGRID3
* xyz 0 1
C -3.17 1.49 -0.06
N -3.83 1.29 1.01
H -3.62 1.07 -0.94
H -2.56 2.49 -0.22
H -3.20 1.47 1.78
C 2.32 -1.45 0.28
N 2.04 -0.74 -1.05
H 2.32 -2.53 0.23
H 1.45 -1.23 0.98
H 3.26 -1.00 0.76
H 2.70 -1.10 -1.77
H 2.30 0.22 -1.00
*
```

As for the SMILES: C=N.CN.

--- three ---
The following is a quantum chemistry calculation of 2 unconnected molecules or ions with the total composition C2H8N2, from the OMol25 dataset.

Structure (ORCA input):
```
! RIJCOSX wB97M-V def2-TZVPD def2/J DEFGRID3
* xyz 0 1
H -0.18 0.77 -2.43
N -0.05 0.67 -1.44
C 1.13 0.14 -1.51
N 2.17 -0.18 -0.49
H 1.44 -0.17 -2.49
H 2.75 -1.03 -0.77
H 1.95 -0.16 0.45
C -1.79 -0.04 1.80
H -1.11 0.84 1.89
H -1.31 -0.98 2.00
H -2.17 -0.11 0.65
H -2.83 0.25 2.34
*
```

As for the SMILES: [H]/N=C/N.C.

three wins, 0.0086 hartree ahead of the next structure.